The following is a DFT calculation (ωB97M-V/def2-TZVPD) of the molecule C6H4S at a distorted geometry.

- maximum force (eV/A) = 5.631
- SMILES = CC#CC#CC=S
- HOMO energy (eV) = -8.98
- lowest unoccupied orbital energy (eV) = -1.70
- HOMO-LUMO gap (eV) = 7.28

XYZ file:
```
11
Properties=species:S:1:pos:R:3:lowdin_charge:R:1
C -4.4526 -0.4315 0.1884 -0.13
C -2.9707 0.0683 -0.3720 -0.03
C -1.7647 0.3845 -0.1816 -0.10
C -0.4263 0.3376 0.1433 -0.01
C 0.7980 0.5017 -0.1362 -0.15
C 2.1405 0.6250 0.0965 -0.76
S 3.2492 -0.5465 -0.0147 0.70
H -4.1431 -1.6151 0.6869 0.14
H -4.7860 0.1789 1.1540 0.08
H -5.2898 -0.5111 -0.7228 0.10
H 2.2869 1.7789 0.6870 0.16
```

The following is a DFT calculation (ωB97M-V/def2-TZVPD) of a cluster of 2 separate species, C6H5BrClF6NO3P2 in total at a distorted geometry.

- maximum force (eV/A) = 1.150
- HOMO energy (eV) = -10.17
- lowest unoccupied orbital energy (eV) = -2.41
- HOMO-LUMO gap (eV) = 7.76

XYZ file:
```
25
Properties=species:S:1:pos:R:3:lowdin_charge:R:1
O -0.0402 2.5841 -0.2630 0.21
C -0.6039 1.8424 -0.9765 -0.58
O -1.6907 2.1479 -1.7184 0.12
C -0.2097 0.4001 -1.1244 -0.10
C -0.8537 -0.5446 -0.3216 -0.57
Br -2.1112 -0.0560 0.9271 1.04
C -0.4842 -1.8721 -0.4408 -0.03
N 0.4679 -2.2278 -1.3064 0.12
C 1.0993 -1.3463 -2.0863 -0.07
C 0.7821 0.0024 -2.0261 -0.30
P 1.8032 1.0346 -3.1636 0.61
O 1.1963 2.4735 -2.7825 -0.33
Cl 0.8219 0.6295 -4.9489 0.23
H -1.4501 2.8283 -2.3607 0.13
H -0.9328 -2.6333 0.1741 0.15
H 0.7117 -3.2067 -1.3732 0.19
H 1.8542 -1.7119 -2.7630 0.13
H 1.4813 3.1463 -3.4146 0.08
F 0.4577 -1.3937 3.0816 -0.25
P -0.2607 -0.4957 4.2983 0.34
F 0.6129 0.4647 5.3064 -0.20
F -1.5327 0.4648 4.7316 -0.21
F 0.0337 0.6877 3.1676 -0.26
F 0.3591 -1.6517 5.2895 -0.20
F -1.5112 -1.5665 4.0939 -0.24
```

The following is a DFT calculation (ωB97M-V/def2-TZVPD) of the molecule C6H5BrN2O3 at a distorted geometry.

- maximum force (eV/A) = 3.017
- SMILES = O=NC1=C(Br)[C@H]([N+](=O)[O-])CC=C1
- HOMO energy (spin up / spin down) (eV) = -9.24 / -9.24
- lowest unoccupied orbital energy (spin up / spin down) (eV) = -1.53 / -1.53
- HOMO-LUMO gap (spin up / spin down) (eV) = 7.71 / 7.71

XYZ file:
```
17
Properties=species:S:1:pos:R:3:lowdin_charge:R:1
O 0.9303 3.6854 -0.0269 0.03
N 0.0131 2.9208 0.1831 -0.05
C 0.1767 1.5212 0.0769 -0.30
C -0.9924 0.7908 0.0711 -0.55
Br -2.6077 1.6400 0.3635 0.84
C -1.0075 -0.8084 0.0567 -0.14
N -0.8170 -1.4228 1.5156 -0.35
O -0.8286 -2.6687 1.5427 0.05
O -0.7737 -0.7352 2.4789 0.12
C 0.2037 -1.2991 -0.7330 -0.13
C 1.3168 -0.3312 -0.8448 -0.07
C 1.4056 0.8974 -0.3592 -0.03
H -1.8507 -1.3339 -0.3779 0.14
H -0.2339 -1.5159 -1.6429 0.11
H 0.6540 -2.1256 -0.3085 0.10
H 2.1435 -0.7148 -1.4415 0.12
H 2.2678 1.5001 -0.5538 0.11
```

The following is a DFT calculation (ωB97M-V/def2-TZVPD) of the ion C6H5BrNO2S with charge -1 at a distorted geometry.

- maximum force (eV/A) = 5.221
- charge = -1
- HOMO energy (spin up / spin down) (eV) = -0.70 / -5.40
- lowest unoccupied orbital energy (spin up / spin down) (eV) = 3.08 / 1.82
- 2S+1 = 3
- HOMO-LUMO gap (spin up / spin down) (eV) = 3.78 / 7.22
- expectation value of S² = 2.02

XYZ file:
```
16
Properties=species:S:1:pos:R:3:lowdin_charge:R:1
C 0.8530 -0.2005 -1.1019 -0.02
C 0.1843 0.7813 0.9575 -0.06
C 2.1899 -0.2201 -0.6246 -0.16
C 1.6096 0.8746 1.2282 -0.18
C -0.1589 0.3221 -0.2714 -0.43
C -1.5027 0.3077 -0.7495 -0.71
N 2.5581 0.4185 0.4679 -0.01
O -2.7225 -1.1918 1.4324 -0.52
O -1.2183 -2.3773 -0.1492 -0.50
S -2.4062 -1.5135 0.0462 0.64
Br -2.6870 1.7039 -0.2225 0.67
H 0.5605 -0.7551 -1.9265 0.08
H -0.5858 1.3045 1.5136 0.07
H 2.9227 -0.7139 -1.1067 0.05
H 1.9911 1.0947 2.2390 0.09
H -1.5880 0.1651 -1.7325 0.00
```

The following is a DFT calculation (ωB97M-V/def2-TZVPD) of a structure of composition C6H5Cl2FeNO3Ru at a distorted geometry.

- maximum force (eV/A) = 14.858
- charge = +4
- HOMO energy (spin up / spin down) (eV) = -23.96 / -23.96
- lowest unoccupied orbital energy (spin up / spin down) (eV) = -16.12 / -20.40
- 2S+1 = 11
- HOMO-LUMO gap (spin up / spin down) (eV) = 7.84 / 3.56
- expectation value of S² = 30.05

XYZ file:
```
19
Properties=species:S:1:pos:R:3:lowdin_charge:R:1
Ru -0.0577 -1.0200 -4.4808 1.24
Fe -0.7124 1.3965 -0.0588 0.72
Cl -0.5550 -2.6793 -2.9825 0.50
Cl -1.8931 2.7258 -1.2082 0.41
C 1.0507 1.5740 -0.6322 -0.01
C 0.3676 -2.1600 -5.8028 -0.22
C 0.1844 0.4109 -5.6051 -0.17
O 2.1388 1.8828 -0.9128 0.29
O 0.6453 -2.8517 -6.7051 0.35
O 0.3301 1.3011 -6.3399 0.32
C 0.5136 0.2416 4.5188 -0.02
C -0.6765 -0.5141 3.8873 -0.12
C -0.8080 -0.1044 2.5246 -0.01
N -0.8380 0.3874 1.4717 0.08
H 1.4561 -0.1471 4.1172 0.10
H 0.5305 0.1350 5.6051 0.12
H 0.4641 1.3136 4.2854 0.10
H -0.5229 -1.6017 3.9034 0.17
H -1.6176 -0.2904 4.4146 0.18
```

The following is a DFT calculation (ωB97M-V/def2-TZVPD) of the molecule C6H5ClFNO at a distorted geometry.

- maximum force (eV/A) = 3.581
- SMILES = O=C[C@@]1(Cl)C=CCC(F)=N1
- HOMO energy (eV) = -9.98
- lowest unoccupied orbital energy (eV) = 0.19
- HOMO-LUMO gap (eV) = 10.17

XYZ file:
```
15
Properties=species:S:1:pos:R:3:lowdin_charge:R:1
O -2.1872 -0.5027 0.7021 0.09
C -1.5827 0.3673 1.2713 -0.25
C -0.4309 1.0004 0.5376 -0.87
Cl -0.1001 2.6085 1.1103 0.74
C 0.6822 0.0968 1.0359 -0.11
C 1.2862 -0.7406 0.1744 -0.07
C 0.6909 -0.9961 -1.1967 -0.09
C -0.1719 0.1546 -1.6197 -0.40
F -0.3227 0.3271 -2.8951 0.14
N -0.6647 1.0419 -0.8812 0.16
H -1.8890 0.7959 2.2070 0.12
H 1.0404 0.5292 1.9482 0.09
H 2.0368 -1.3895 0.7015 0.13
H 1.5714 -1.2980 -2.0020 0.17
H 0.0411 -1.9946 -1.0935 0.17
```

The following is a DFT calculation (ωB97M-V/def2-TZVPD) of a cluster of 2 separate species, C6H5ClFNO2S in total at a distorted geometry.

- maximum force (eV/A) = 3.310
- SMILES = O=[N+]([O-])c1cccc(F)c1Cl.S
- HOMO energy (eV) = -9.56
- lowest unoccupied orbital energy (eV) = -0.71
- HOMO-LUMO gap (eV) = 8.86

XYZ file:
```
17
Properties=species:S:1:pos:R:3:lowdin_charge:R:1
O -1.8927 0.2079 -2.2920 0.08
N -1.5562 0.6458 -1.2011 -0.36
O -1.9207 1.7051 -0.7207 -0.01
C -0.6464 -0.1800 -0.4236 -0.23
C 0.2895 -0.9595 -1.0924 0.00
C 1.1736 -1.6671 -0.3103 -0.05
C 1.0514 -1.6292 1.0511 0.00
C 0.1223 -0.8658 1.7085 -0.31
F 0.0727 -1.0713 3.0269 0.08
C -0.6876 -0.0169 0.9613 -0.50
Cl -1.7945 0.9621 1.9237 0.75
H 0.1862 -0.8339 -2.1343 0.11
H 1.8324 -2.2463 -0.8050 0.08
H 1.7560 -2.3448 1.5722 0.15
S 1.2141 2.3715 -0.2840 0.52
H 0.4111 2.7503 -1.4141 -0.12
H 0.3887 3.1721 0.4338 -0.19
```

The following is a DFT calculation (ωB97M-V/def2-TZVPD) of the molecule C6H5ClN2O3 at a distorted geometry.

- maximum force (eV/A) = 5.109
- SMILES = O=[N+]([O-])O[C@H]1C=CC=N/C1=C/Cl
- HOMO energy (eV) = -8.96
- lowest unoccupied orbital energy (eV) = -0.78
- HOMO-LUMO gap (eV) = 8.18

XYZ file:
```
17
Properties=species:S:1:pos:R:3:lowdin_charge:R:1
O 0.7274 -2.3105 3.9054 0.12
N 0.8719 -2.3454 2.7117 -0.46
O 1.3130 -3.1909 1.9963 0.06
O 0.3879 -1.1563 2.2042 -0.01
C 0.3343 -0.9840 0.7420 -0.20
C -1.0940 -0.5573 0.5399 0.01
C -1.2307 0.4520 -0.3451 -0.04
C -0.1264 1.2671 -0.8638 -0.12
N 1.0741 1.1498 -0.4402 0.09
C 1.3876 0.0243 0.2732 -0.30
C 2.7090 -0.1515 0.5002 -0.45
Cl 3.4327 -1.2702 1.5704 0.74
H 0.7850 -1.9867 0.2970 0.19
H -1.7028 -1.0862 1.1702 0.09
H -2.3130 0.7187 -0.6116 0.13
H -0.2363 2.1578 -1.3999 0.09
H 3.4253 0.4351 0.0676 0.04
```

The following is a DFT calculation (ωB97M-V/def2-TZVPD) of the molecule C6H5ClO3 at a distorted geometry.

- maximum force (eV/A) = 4.436
- SMILES = CCC1=C(Cl)C(=O)OC1=O
- HOMO energy (eV) = -10.41
- lowest unoccupied orbital energy (eV) = -0.35
- HOMO-LUMO gap (eV) = 10.06

XYZ file:
```
15
Properties=species:S:1:pos:R:3:lowdin_charge:R:1
C 1.8841 0.4690 0.6349 -0.07
C 1.1970 -0.1010 -0.6841 -0.15
C -0.3060 -0.1246 -0.3980 -0.17
C -1.0146 -1.1317 0.1166 -0.51
Cl -0.4870 -2.7060 0.6022 0.74
C -2.4346 -0.5276 0.2121 -0.46
O -3.2143 -0.9692 0.9612 0.19
O -2.5291 0.5466 -0.6332 0.14
C -1.2197 1.0753 -0.6376 -0.39
O -0.9163 2.1790 -0.7530 0.23
H 1.1038 0.7247 1.3810 0.08
H 2.5011 -0.3097 1.1158 0.07
H 2.4322 1.4052 0.4442 0.07
H 1.5701 -1.1214 -0.8534 0.10
H 1.4333 0.5916 -1.5086 0.11
```

The following is a DFT calculation (ωB97M-V/def2-TZVPD) of a structure of composition C6H5ClO3S at a distorted geometry.

- maximum force (eV/A) = 7.394
- HOMO energy (eV) = -9.07
- lowest unoccupied orbital energy (eV) = -0.61
- HOMO-LUMO gap (eV) = 8.46

XYZ file:
```
16
Properties=species:S:1:pos:R:3:lowdin_charge:R:1
C -1.3575 1.3090 0.0669 0.01
C -2.3004 0.3936 0.3810 -0.04
C -0.0381 0.6005 0.0856 -0.29
C -0.2438 -0.7480 0.4244 -0.14
C -1.6829 -0.9844 0.4383 -0.17
C 2.3571 0.8421 -0.7833 -0.59
O 1.0026 1.3106 -0.4736 -0.17
O 1.5061 -2.1534 -1.1515 -0.33
O 2.3502 -1.3182 1.0951 -0.40
S 1.5343 -1.1795 -0.1364 0.79
Cl 3.4219 1.3935 0.3924 0.79
H -1.5681 2.3776 0.0854 0.12
H -3.3495 0.3755 0.5777 0.11
H -1.9604 -1.5120 1.2753 0.10
H -2.0657 -1.4532 -0.4528 0.14
H 2.3942 0.7463 -1.8246 0.08
```

The following is a DFT calculation (ωB97M-V/def2-TZVPD) of the molecule C6H5F at a distorted geometry.

- maximum force (eV/A) = 4.034
- SMILES = C#CC[C@H](F)C#C
- HOMO energy (eV) = -9.83
- lowest unoccupied orbital energy (eV) = 0.94
- HOMO-LUMO gap (eV) = 10.77

XYZ file:
```
12
Properties=species:S:1:pos:R:3:lowdin_charge:R:1
C -2.5296 0.5101 0.2248 0.10
C -1.4079 0.5410 -0.1709 -0.19
C -0.0792 0.7315 -0.7146 -0.07
C 1.1611 0.0871 0.4054 -0.30
F 2.1621 1.0151 0.5748 -0.01
C 1.6848 -1.1085 -0.0682 -0.12
C 2.1848 -2.0791 -0.5370 0.15
H -3.3787 0.7027 0.8472 0.03
H 0.0154 0.4704 -1.7574 0.10
H 0.0500 1.8249 -0.5146 0.12
H 0.7110 -0.0879 1.4753 0.18
H 2.2353 -2.9331 -1.1040 0.02
```

The following is a DFT calculation (ωB97M-V/def2-TZVPD) of a cluster of 2 separate species, C6H5F3OS in total at a distorted geometry.

- maximum force (eV/A) = 4.109
- SMILES = FC(F)(F)c1cccs1.C=O
- HOMO energy (eV) = -9.45
- lowest unoccupied orbital energy (eV) = 0.58
- HOMO-LUMO gap (eV) = 10.02

XYZ file:
```
16
Properties=species:S:1:pos:R:3:lowdin_charge:R:1
F 3.3106 -1.2099 -0.9347 0.14
C 3.0446 -0.6333 0.2264 -0.69
F 4.1846 -0.1846 0.7267 0.15
F 2.6784 -1.5893 1.0863 0.14
C 1.9962 0.4669 0.1549 -0.42
C 0.9798 0.5984 1.0766 -0.06
C 0.2264 1.7940 0.6325 -0.19
C 0.6465 2.4179 -0.5044 -0.43
S 2.0640 1.6362 -1.1900 1.01
H 0.6729 0.0130 1.9406 0.12
H -0.5189 2.4497 1.1759 0.12
H -0.0079 2.9902 -1.1867 0.08
C -1.0200 -1.4104 -1.5758 -0.19
O -0.9249 -1.4441 -0.4094 0.01
H -2.0688 -1.5951 -2.1305 0.11
H -0.1557 -1.2656 -2.3217 0.09
```